{"formula": "C4H10NO3", "method": "ωB97M-V/def2-TZVPD", "elements": ["C", "N", "H", "H", "H", "H", "H", "H", "C", "H", "O", "O", "H", "H", "O", "C", "C", "H"], "xyz": [[1.3153, -0.0616, -0.0491], [0.0263, -0.5972, -0.4604], [-1.4763, 0.3848, 1.8554], [-1.2278, 2.1828, -1.7371], [1.7726, -1.8584, 0.9447], [-0.2698, -1.3471, 0.1461], [-2.3374, -0.3512, 0.8420], [1.2220, 0.5613, 0.8285], [-0.9875, 0.4002, -0.6062], [2.2917, -1.8126, -0.7565], [-2.3372, -0.4059, -0.6982], [-2.1439, -0.2936, 1.8183], [1.6627, 0.5978, -0.8420], [-0.7484, 2.4993, 0.1203], [3.5390, -0.7660, 0.5514], [-0.9208, 1.8184, -0.7330], [2.3282, -1.1803, 0.1685], [-1.7088, 0.2294, -1.3927]], "forces_ev_per_a": [[0.092, -0.229, -0.755], [-0.435, 1.341, 0.347], [0.327, 0.333, 0.003], [-0.157, 0.367, 1.021], [0.467, 0.194, -0.346], [-0.146, -0.120, 0.121], [-0.154, 0.010, 0.157], [0.142, 0.182, 0.637], [3.012, 0.497, 1.544], [0.088, 0.011, -0.152], [-0.812, -0.556, 0.654], [-0.498, -0.402, 0.799], [0.105, 0.103, -0.120], [0.279, -0.137, -0.600], [0.443, -0.092, 0.036], [-0.044, -0.493, 0.261], [-0.521, -0.425, 0.922], [-2.187, -0.583, -4.528]], "s_squared": 0.755, "spin_multiplicity": 2, "charge": -2, "orbital_gap_ha": [0.2042, 0.2215], "fmax_ev_per_a": 5.06, "lumo_energy_ev": [6.87, 6.78]}

---

{"formula": "C4H10NO3", "method": "ωB97M-V/def2-TZVPD", "elements": ["C", "H", "H", "H", "N", "O", "H", "C", "H", "H", "C", "H", "O", "C", "H", "O", "H", "H"], "xyz": [[0.6840, -0.4692, -0.0309], [-3.6874, -1.3829, -0.0559], [0.9874, 2.1449, 1.8208], [1.4807, -1.1277, -0.4988], [1.2469, 0.6285, 0.3663], [-1.9594, -2.3321, -1.5055], [2.8084, 1.6096, -0.4003], [-2.2483, -1.1052, -1.2098], [-1.8094, -0.4936, -1.9314], [-2.4048, -3.1408, -1.0070], [2.6747, 0.8615, 0.3329], [-0.3569, 1.1878, 1.6704], [-0.5167, -0.8532, 0.1816], [0.4196, 1.6746, 1.0264], [2.8578, 1.2392, 1.2853], [-3.2138, -0.6932, -0.5013], [3.1192, -0.0360, 0.2164], [-0.0822, 2.2878, 0.2407]], "forces_ev_per_a": [[-0.523, -7.251, -3.430], [-0.586, -0.728, 0.622], [0.499, 0.828, -0.714], [-1.438, 0.203, 0.286], [0.161, 6.674, 3.626], [-1.226, -3.686, 1.088], [0.838, 0.738, -1.021], [1.386, -1.257, -0.625], [0.502, 1.620, -0.713], [1.147, 2.710, -1.163], [-3.147, 0.998, 0.221], [0.225, -0.006, -1.159], [0.705, 1.019, 0.434], [-0.770, -1.298, 0.377], [0.927, 0.899, 1.573], [-1.145, 1.297, 0.692], [1.905, -2.691, -0.904], [0.539, -0.068, 0.808]], "s_squared": 2.008, "spin_multiplicity": 3, "charge": 1, "orbital_gap_ha": [0.2023, 0.2717], "fmax_ev_per_a": 8.04, "lumo_energy_ev": [-3.22, -7.41]}

---

{"formula": "C4H10NO5", "method": "ωB97M-V/def2-TZVPD", "elements": ["C", "C", "O", "N", "O", "C", "O", "O", "H", "H", "H", "H", "C", "H", "H", "H", "H", "H", "H", "O"], "xyz": [[0.1139, 0.4208, -0.4140], [0.4548, -1.9474, 2.4840], [-0.6743, -2.6701, 2.0458], [0.0463, -0.6723, 0.4229], [-1.6261, 1.3853, -3.1881], [-0.7663, 2.0187, -2.4468], [0.8484, 1.4035, 0.0295], [-0.5366, 0.5328, -1.5143], [-0.0197, -0.0001, 2.4102], [0.7152, 1.9248, -3.7858], [0.2826, -1.6104, 3.6209], [1.4204, -2.5276, 2.4896], [0.5731, -0.5778, 1.7641], [-0.7258, -1.3961, 0.4143], [-0.7465, -3.5164, 2.6400], [1.6457, -0.2738, 1.9375], [0.9643, 1.9746, -0.7062], [-1.1234, 2.5847, -1.6990], [-1.2593, 0.5189, -3.5940], [0.4132, 2.4280, -2.9106]], "forces_ev_per_a": [[-1.517, -2.419, 1.278], [0.722, 0.535, 2.910], [0.112, -2.165, 1.403], [-0.611, 1.421, -1.483], [-0.306, -0.798, -2.139], [2.035, -3.542, -2.597], [0.151, -0.820, 0.903], [1.412, -0.751, 1.669], [-0.961, 1.614, 0.149], [-1.022, 1.428, 2.584], [0.550, -0.908, -2.189], [-1.040, 0.312, -0.427], [1.613, -1.811, 1.358], [1.066, 1.196, -0.804], [0.080, 2.399, -1.831], [-1.138, -0.066, -0.985], [0.670, 1.497, -1.038], [-1.497, 2.349, 2.299], [-0.739, 2.043, 0.890], [0.420, -1.514, -1.949]], "smiles": "OCC/[NH+]=C(\\O)OC(O)O", "charge": 1, "orbital_gap_ha": 0.3791, "fmax_ev_per_a": 4.84, "lumo_energy_ev": -3.31}

---

{"formula": "C4H10NOP", "method": "ωB97M-V/def2-TZVPD", "elements": ["H", "H", "C", "H", "H", "C", "H", "H", "H", "N", "P", "C", "H", "H", "C", "O", "H"], "xyz": [[-0.1773, -0.8300, -2.0795], [-1.8792, 1.3340, 0.0589], [0.9299, -0.7784, -2.1083], [-1.7522, 0.4095, 1.4441], [1.3466, 0.0576, -2.7215], [1.0290, 1.2772, -0.2602], [0.8261, 1.4195, -1.4003], [-0.9757, 1.9557, 1.4256], [-1.7018, -1.7011, 2.1736], [0.0020, 0.4586, 0.3879], [0.3913, -1.1393, 0.6891], [-1.2159, 1.0814, 0.8632], [-0.6886, -2.9830, 1.3684], [1.1831, 2.2528, 0.1485], [-0.8227, -1.9191, 1.5860], [1.5812, -1.5333, -1.4118], [1.9242, 0.6382, -0.1637]], "forces_ev_per_a": [[0.147, -0.021, -0.245], [-0.310, 0.447, -0.730], [0.253, -0.556, 0.092], [-0.804, -1.185, 1.292], [0.159, -0.741, 0.142], [-0.353, -1.485, -1.743], [0.146, 0.040, 1.926], [0.037, 0.738, 0.508], [-0.179, 0.414, -0.300], [0.005, 0.580, 0.357], [-1.477, -1.086, 2.482], [0.978, 0.402, -1.254], [0.196, 0.073, 0.612], [-0.010, 0.510, 0.649], [1.122, 0.240, -1.231], [-0.003, 0.756, -2.277], [0.093, 0.873, -0.279]], "smiles": "C=PN(C)C.C=O", "orbital_gap_ha": 0.3090, "fmax_ev_per_a": 3.09, "lumo_energy_ev": 0.64}

---

{"formula": "C4H10NOP", "method": "ωB97M-V/def2-TZVPD", "elements": ["C", "C", "H", "H", "P", "H", "H", "N", "H", "H", "H", "H", "H", "O", "C", "H", "C"], "xyz": [[0.3508, -1.8144, -0.0650], [0.2961, 2.1547, -0.3104], [0.7726, -2.3912, -0.8703], [1.4543, 2.3710, -0.3838], [1.2929, -0.2937, 0.3042], [-1.2158, -0.2724, 1.4964], [-1.8695, -1.9501, -0.4423], [0.0533, 0.7617, -0.1263], [-0.9421, -1.0364, -1.5836], [-0.3001, 2.7879, -1.0044], [0.0990, 2.7044, 0.6387], [0.5642, -2.3269, 0.8910], [-2.0793, 0.6317, 0.1906], [2.5706, -0.1175, -0.3348], [-1.1512, 0.1042, 0.3403], [1.1542, -0.0414, 1.7554], [-1.0501, -1.2716, -0.4957]], "forces_ev_per_a": [[-0.175, 0.667, -0.129], [2.364, 2.007, 0.755], [0.498, -0.121, -0.185], [-2.197, -0.803, -0.508], [0.610, -2.801, 1.535], [0.958, 1.372, -1.853], [-0.738, -0.310, 0.712], [-1.926, 2.022, 1.473], [-0.165, -0.084, 0.813], [0.012, -1.123, -0.238], [-0.315, -0.705, 0.011], [-1.227, -0.373, -0.294], [0.102, 0.557, -0.242], [1.946, 0.871, -1.056], [-1.422, -2.360, -0.018], [0.028, 0.313, -0.498], [1.648, 0.872, -0.278]], "s_squared": 2.005, "spin_multiplicity": 3, "orbital_gap_ha": [0.1381, 0.2531], "fmax_ev_per_a": 3.25, "lumo_energy_ev": [0.88, -3.92]}

---

{"formula": "C4H10NOS", "method": "ωB97M-V/def2-TZVPD", "elements": ["C", "H", "H", "H", "H", "N", "H", "H", "H", "C", "H", "O", "C", "H", "S", "H", "C"], "xyz": [[-0.0207, -0.9758, 0.0003], [0.9412, -1.5955, -2.5617], [1.9466, -0.4231, -1.5042], [0.7354, 1.4767, 2.3492], [1.0902, 0.1160, -2.9204], [-1.3333, -0.4515, 0.7076], [-1.0297, 1.4403, -0.0785], [0.9692, 1.7283, 0.5469], [-0.1657, -2.1605, -0.1517], [-0.9534, 1.0141, 0.9203], [-1.1534, -0.8213, 1.6118], [-0.0021, -0.3200, -1.1738], [0.5113, 1.0990, 1.2404], [-1.5965, 1.5423, 1.6629], [1.2708, -0.5233, 1.1836], [-2.2906, -0.5154, 0.2954], [1.0808, -0.6304, -2.1282]], "forces_ev_per_a": [[-1.177, -3.359, -0.880], [0.203, -0.813, 0.081], [0.671, -0.806, -0.509], [-0.592, -0.547, -2.500], [-0.520, 0.071, 0.193], [1.779, 1.851, -0.371], [-0.635, 0.246, 0.255], [0.872, 1.136, -0.870], [0.523, 2.466, 0.633], [-1.029, 0.705, -0.617], [-1.077, -1.158, 1.230], [-0.353, 0.536, -1.543], [0.735, 0.303, 4.186], [0.285, -0.773, -0.676], [-0.513, -0.739, -0.347], [1.086, -0.560, 0.269], [-0.257, 1.444, 1.466]], "smiles": "CO[C@@H]1[NH2+]CCS1", "charge": 1, "orbital_gap_ha": 0.3942, "fmax_ev_per_a": 4.26, "lumo_energy_ev": -3.19}

---

{"formula": "C4H10NOS", "method": "ωB97M-V/def2-TZVPD", "elements": ["H", "H", "C", "S", "H", "H", "H", "C", "H", "N", "H", "C", "O", "H", "H", "H", "C"], "xyz": [[1.9319, -2.2933, 1.9607], [0.6117, 1.0035, -1.0435], [-0.1397, 0.2706, 1.0978], [-1.8021, 1.4589, -1.0916], [-2.4138, 1.0094, -3.3233], [1.8834, -0.0327, 1.0379], [0.9582, -2.1967, 0.4822], [-1.4587, 0.9629, -2.8080], [-1.0746, -0.0538, -2.8414], [1.0848, -0.3918, 1.5814], [0.1663, -2.2323, 2.0641], [-0.2328, 1.1728, -0.3881], [0.0310, 1.6517, 0.8908], [-1.0618, -0.0341, 1.5687], [-0.7661, 1.6686, -3.2628], [1.2479, -0.0953, 2.5583], [1.0343, -1.8683, 1.5170]], "forces_ev_per_a": [[0.019, 0.159, 0.023], [0.177, 0.154, -0.046], [-0.387, 1.797, -3.459], [0.011, 0.215, -0.062], [-0.020, -0.014, -0.007], [-0.260, -0.100, 0.199], [-0.020, 0.217, 0.016], [0.183, 0.118, 0.310], [-0.050, 0.003, -0.066], [0.287, 0.637, 0.271], [0.016, 0.170, 0.004], [-0.106, -2.654, 2.465], [0.134, 0.472, 0.563], [0.041, -0.155, 0.190], [-0.041, -0.079, -0.041], [0.069, -0.073, -0.288], [-0.054, -0.868, -0.070]], "smiles": "C[NH2+][C@H]1O[C@@H]1SC", "charge": 1, "orbital_gap_ha": 0.3360, "fmax_ev_per_a": 3.92, "lumo_energy_ev": -3.37}

---

{"formula": "C4H10NP", "method": "ωB97M-V/def2-TZVPD", "elements": ["H", "N", "H", "H", "C", "C", "P", "C", "H", "C", "H", "H", "H", "H", "H", "H"], "xyz": [[-2.4425, 2.3507, -0.9837], [-1.7751, 0.3711, -0.2764], [0.9326, 0.3388, -1.1854], [2.4151, -0.7196, 1.4794], [-1.4934, 1.6250, -0.9015], [-0.7946, -0.2938, 0.1246], [2.1321, -0.9914, 0.2093], [-0.6078, -1.6638, 0.8620], [-1.6470, -1.9757, 1.0231], [0.9122, 0.2738, -0.1341], [1.0842, 1.1380, 0.3405], [-1.1700, 1.2666, -1.9037], [-0.1536, -1.4534, 1.8402], [-0.0057, -2.2200, 0.1437], [3.2637, -0.2388, -0.0234], [-0.6503, 2.1924, -0.6145]], "forces_ev_per_a": [[2.092, -1.890, 0.166], [0.186, -0.805, 1.657], [0.072, 0.696, -1.405], [-0.100, 0.099, 2.466], [-2.387, 0.745, -2.708], [4.502, 0.108, 0.837], [0.473, -1.379, -1.302], [-2.546, 2.484, -1.045], [0.421, -0.828, -0.035], [-3.958, -3.629, -0.612], [0.446, 3.352, 1.533], [-0.665, 0.903, -0.115], [0.198, -0.277, -0.493], [-0.267, -0.644, 0.667], [0.705, 0.532, -0.816], [0.828, 0.531, 1.206]], "smiles": "C/N=C(/C)CP", "orbital_gap_ha": 0.3651, "fmax_ev_per_a": 5.40, "lumo_energy_ev": 0.93}

---

{"formula": "C4H10NP3", "method": "ωB97M-V/def2-TZVPD", "elements": ["C", "C", "H", "H", "N", "P", "H", "P", "C", "H", "H", "H", "H", "H", "H", "P", "C", "H"], "xyz": [[-0.8531, 0.6584, 1.5770], [1.2318, -0.1766, -0.3955], [-1.6559, -2.2598, -0.0670], [-0.0946, 0.0754, 1.8738], [1.8624, -1.0599, 0.2525], [1.7964, 1.5289, -0.4650], [-2.3318, 0.6847, -1.9254], [-0.3532, -2.2487, -0.3851], [-1.1214, 0.4252, 0.0791], [-0.2882, -0.3343, -1.9431], [3.0126, 1.1949, -0.9528], [-0.0812, -2.1319, 0.9649], [1.2919, 1.8016, -1.8623], [2.7713, -0.7870, 0.6306], [-0.4786, 1.6823, 1.6594], [-2.6385, 0.9363, -0.5065], [-0.2630, -0.4142, -0.8050], [-1.8070, 0.4247, 2.2704]], "forces_ev_per_a": [[-3.738, 1.169, -0.812], [-0.733, 0.123, 0.493], [-2.104, -0.041, -0.085], [2.732, -2.402, 1.361], [0.276, -0.301, -0.094], [-1.378, 1.491, -1.661], [-0.384, -0.006, 0.895], [0.718, -0.466, -0.634], [-2.483, 0.240, -0.580], [-0.643, 0.359, 1.628], [1.501, -0.218, -0.361], [0.221, -0.082, 0.524], [0.425, -0.130, 1.544], [-0.054, 0.198, -0.327], [-0.486, 0.040, 0.388], [1.048, 0.106, -0.654], [2.911, -0.928, 0.117], [2.170, 0.849, -1.743]], "smiles": "[H]/N=C(\\P)[C@@H](P)/C(C)=P\\[H]", "orbital_gap_ha": 0.3059, "fmax_ev_per_a": 4.00, "lumo_energy_ev": -0.08}

---

{"formula": "C4H10NS", "method": "ωB97M-V/def2-TZVPD", "elements": ["S", "C", "C", "H", "H", "H", "H", "C", "H", "C", "N", "H", "H", "H", "H", "H"], "xyz": [[-3.2381, 1.3615, -1.3333], [-1.9582, 0.6143, -0.2153], [2.3555, -0.2380, 0.6700], [-2.4549, 0.3372, 0.8155], [-0.8253, -0.4175, -1.8221], [2.7864, -0.8814, -0.1609], [1.1747, 0.5078, -0.9523], [1.0009, 0.2226, 0.1363], [-1.2914, 1.4627, -0.0085], [-1.1572, -0.5489, -0.7986], [0.0159, -0.8703, 0.1636], [-0.4284, -0.8302, 1.1084], [-1.7847, -1.4933, -0.7776], [0.7581, 1.1206, 0.6325], [2.0475, -0.9106, 1.5049], [2.9992, 0.5636, 1.0376]], "forces_ev_per_a": [[-0.013, -0.428, 0.132], [-1.158, 0.727, 0.586], [-0.951, -1.364, -0.409], [0.994, 0.165, -1.837], [0.252, 0.351, 0.036], [0.112, 0.500, 1.233], [-0.486, -0.218, 1.112], [1.363, -0.458, -2.314], [0.060, -0.487, 0.100], [-0.171, -1.542, 2.588], [-1.247, 0.903, -0.549], [0.521, -0.255, -0.905], [0.450, 1.023, -0.214], [-0.864, 1.044, 0.739], [0.911, 0.184, -0.170], [0.226, -0.145, -0.128]], "s_squared": 0.751, "spin_multiplicity": 2, "charge": -2, "orbital_gap_ha": [0.0717, 0.2171], "fmax_ev_per_a": 3.02, "lumo_energy_ev": [5.89, 5.84]}